*w*
The following is a quantum chemistry calculation of an isolated molecule of C5H9P, from the OMol25 dataset.

Calculated values
HOMO-LUMO gap (alpha / beta), eV: 8.0074 / 7.7432
HOMO energy (alpha / beta), eV: -8.0 / -7.5
LUMO energy (alpha / beta), eV: -0.022 / 0.293

Cartesian coordinates (Å):
C (0.223, 0.783, 1.052)
C (1.342, 0.110, 0.892)
C (-0.644, 1.211, -0.034)
C (-1.640, -1.261, -0.613)
C (2.277, -0.444, -0.084)
P (-2.189, 0.325, -0.528)
H (-0.100, 0.879, 2.075)
H (-0.854, 2.295, 0.094)
H (-0.093, 1.119, -1.011)
H (-0.569, -1.538, -0.726)
H (-2.292, -2.160, -0.506)
H (1.632, -1.090, -0.732)
H (3.285, -0.906, 0.262)
H (2.608, 0.405, -0.777)
H (-2.984, 0.272, 0.634)


*x*
The following is a quantum chemistry calculation of an isolated molecule of C5H9P, from the OMol25 dataset.

Calculated values
HOMO-LUMO gap, eV: 10.0903
HOMO energy, eV: -9.0
LUMO energy, eV: 1.111

Cartesian coordinates (Å):
C (-0.831, 0.532, 1.818)
C (-0.803, -0.152, 0.400)
C (-0.424, 0.742, -0.827)
C (0.535, 0.275, -1.601)
C (1.282, -0.946, -1.266)
P (0.661, -1.667, 0.466)
H (0.027, 1.212, 2.053)
H (-0.919, -0.263, 2.552)
H (-1.844, 1.048, 1.843)
H (-1.732, -0.607, 0.176)
H (-0.906, 1.671, -0.995)
H (0.881, 0.683, -2.605)
H (1.224, -1.663, -2.142)
H (2.278, -0.545, -1.016)
H (-0.037, -2.764, -0.076)


*y*
The following is a quantum chemistry calculation of a cluster of 2 separate species, C5H9P in total, from the OMol25 dataset.

Calculated values
HOMO-LUMO gap, eV: 9.2316
HOMO energy, eV: -8.8
LUMO energy, eV: 0.458

Cartesian coordinates (Å):
C (1.123, -1.633, 0.625)
C (0.360, -0.714, -0.289)
P (0.889, 0.616, -1.171)
C (-0.551, 1.282, -2.232)
H (2.219, -1.200, 0.851)
H (1.472, -2.540, 0.135)
H (0.581, -1.684, 1.503)
H (-0.714, -1.040, -0.282)
H (-0.024, 1.570, -3.100)
H (-1.288, 0.394, -2.516)
H (-1.010, 2.036, -1.632)
C (-0.580, 0.567, 2.557)
C (-0.915, 0.821, 1.473)
H (-0.728, 0.284, 3.547)
H (-0.833, 1.241, 0.530)


Which of them is the most stable, and which is the least stable? *x* and *w*, in that order.


*w*
The following is a quantum chemistry calculation of a cluster of 2 separate species, C3H7NSi in total, from the OMol25 dataset.

Calculated values
HOMO-LUMO gap, eV: 8.0151
HOMO energy, eV: -9.4
LUMO energy, eV: -1.402

Cartesian coordinates (Å):
C (-0.580, 0.893, 0.821)
C (-0.794, 0.393, -2.748)
C (1.156, -0.948, 2.508)
N (-1.266, 1.451, 0.073)
Si (0.422, 0.782, 2.469)
H (-1.377, 1.298, -2.899)
H (-1.123, -0.365, -3.480)
H (0.231, 0.513, -2.875)
H (-0.902, 0.041, -1.693)
H (1.058, -1.769, 1.749)
H (2.222, -0.904, 2.614)
H (0.954, -1.384, 3.460)


*x*
The following is a quantum chemistry calculation of a cluster of 2 separate species, C3H7NSi in total, from the OMol25 dataset.

Calculated values
HOMO-LUMO gap (alpha / beta), eV: 8.2127 / 7.6776
HOMO energy (alpha / beta), eV: -9.0 / -8.0
LUMO energy (alpha / beta), eV: -0.788 / -0.322

Cartesian coordinates (Å):
C (-2.124, -0.116, -0.835)
C (1.567, -1.854, 0.370)
C (-0.224, 1.566, 0.588)
N (-3.253, -0.114, -1.063)
Si (-0.310, 0.349, -0.856)
H (2.200, -1.787, -0.428)
H (1.876, -1.475, 1.313)
H (0.594, -2.267, 0.361)
H (-1.004, 1.704, 1.195)
H (0.449, 1.031, 1.278)
H (0.204, 2.541, 0.378)
H (0.025, 0.422, -2.301)


Which of them is the most stable, and which is the least stable? *w* and *x*, in that order.


*w*
The following is a quantum chemistry calculation of an isolated molecule of C5H5ClO, from the OMol25 dataset.

Calculated values
HOMO-LUMO gap, eV: 8.4504
HOMO energy, eV: -8.1
LUMO energy, eV: 0.330

Cartesian coordinates (Å):
C (-0.985, 0.059, -0.171)
C (0.270, 0.810, 0.071)
O (0.070, 2.107, 0.419)
C (1.455, 0.270, 0.043)
C (2.670, -0.081, -0.140)
C (3.854, -0.734, -0.444)
Cl (5.257, 0.244, 0.108)
H (-0.872, -1.014, -0.500)
H (-1.702, 0.285, 0.616)
H (-1.427, 0.451, -1.019)
H (-0.842, 2.136, 0.670)
H (4.162, -1.671, -0.825)


*x*
The following is a quantum chemistry calculation of an isolated molecule of C5H5ClO, from the OMol25 dataset.

Calculated values
HOMO-LUMO gap, eV: 8.1908
HOMO energy, eV: -7.8
LUMO energy, eV: 0.399

Cartesian coordinates (Å):
Cl (-3.044, -0.119, -0.024)
C (-1.265, -0.298, 0.062)
C (-0.585, -1.518, -0.110)
O (0.690, -1.407, 0.025)
C (1.462, -0.123, 0.038)
C (0.666, 1.256, -0.221)
C (-0.618, 1.011, 0.194)
H (-1.056, -2.571, -0.300)
H (2.452, -0.201, -0.635)
H (1.774, -0.168, 1.253)
H (0.889, 2.317, -0.492)
H (-1.366, 1.822, 0.211)


Which of them is the most stable, and which is the least stable? *w* and *x*, in that order.


*w*
The following is a quantum chemistry calculation of the ion C5H11N2O2 with charge +1, from the OMol25 dataset.

Calculated values
HOMO-LUMO gap, eV: 9.8176
HOMO energy, eV: -12.8
LUMO energy, eV: -3.000
Charge: +1

Cartesian coordinates (Å):
C (1.778, 1.037, -1.055)
C (0.499, 0.525, -0.395)
C (0.159, -0.721, -0.906)
O (0.978, -1.579, -1.551)
N (-1.002, -1.350, -0.434)
C (-1.204, -0.927, 1.258)
O (-2.332, -1.531, 1.713)
N (-1.374, 0.417, 1.237)
C (-0.345, 1.257, 0.545)
H (2.688, 0.387, -0.660)
H (2.062, 2.122, -0.949)
H (1.780, 0.988, -2.170)
H (1.807, -1.241, -1.830)
H (-1.826, -0.921, -0.838)
H (-1.062, -2.355, -0.510)
H (-0.210, -1.241, 1.692)
H (-2.328, -2.062, 2.631)
H (-2.342, 0.812, 1.004)
H (0.226, 1.640, 1.316)
H (-0.971, 2.093, 0.034)


*x*
The following is a quantum chemistry calculation of the ion C5H11N2O2 with charge +1, from the OMol25 dataset.

Calculated values
HOMO-LUMO gap, eV: 8.2315
HOMO energy, eV: -13.6
LUMO energy, eV: -5.358
Charge: +1

Cartesian coordinates (Å):
C (-2.118, 0.118, 0.848)
C (0.005, -0.567, -0.345)
C (1.084, 0.387, 0.211)
C (0.746, -1.860, -0.522)
C (1.494, 1.597, -0.477)
N (-0.987, -0.729, 0.718)
N (-2.467, 0.940, -0.060)
O (-0.525, 0.013, -1.529)
O (1.537, 0.006, 1.358)
H (-2.558, -0.226, 1.843)
H (1.427, -1.804, -1.345)
H (0.082, -2.644, -0.789)
H (1.329, -2.079, 0.433)
H (2.399, 2.014, -0.209)
H (0.827, 2.487, -0.374)
H (1.298, 1.250, -1.473)
H (-0.917, -1.329, 1.511)
H (-3.406, 1.512, -0.068)
H (-1.425, 0.365, -1.414)
H (2.176, 0.549, 1.683)


Which of them is the most stable, and which is the least stable? *w* and *x*, in that order.


*w*
The following is a quantum chemistry calculation of a cluster of 2 separate species, C3H3NO3S in total, from the OMol25 dataset.

Calculated values
HOMO-LUMO gap, eV: 7.2045
HOMO energy, eV: -9.3
LUMO energy, eV: -2.134

Cartesian coordinates (Å):
C (1.844, -0.651, 0.783)
C (-1.084, 0.744, -0.330)
C (-1.732, -0.651, -0.521)
H (1.288, -0.490, 1.757)
H (0.566, 1.888, -0.163)
H (-3.200, -0.509, -0.600)
N (0.281, 0.964, 0.069)
O (1.346, 0.095, -0.260)
O (-1.825, 1.782, -0.433)
O (-0.670, -1.671, -0.723)
S (3.186, -1.502, 0.421)


*x*
The following is a quantum chemistry calculation of an isolated molecule of C3H3NO3S, from the OMol25 dataset.

Calculated values
HOMO-LUMO gap, eV: 9.8008
HOMO energy, eV: -9.4
LUMO energy, eV: 0.404

Cartesian coordinates (Å):
O (0.223, -2.676, -0.233)
C (0.055, -1.493, -0.204)
C (0.642, -0.432, -0.980)
C (0.206, 0.732, -0.434)
S (0.484, 2.347, -1.006)
O (-0.616, 0.586, 0.597)
N (-0.886, -0.833, 0.788)
O (-0.451, -1.112, 2.083)
H (1.235, -0.646, -1.817)
H (-0.162, 2.979, 0.027)
H (-1.270, -1.287, 2.490)


*y*
The following is a quantum chemistry calculation of an isolated molecule of C3H3NO3S, from the OMol25 dataset.

Calculated values
HOMO-LUMO gap, eV: 8.5733
HOMO energy, eV: -11.4
LUMO energy, eV: -2.869

Cartesian coordinates (Å):
C (-0.520, -1.213, -1.098)
S (0.534, 0.165, -0.602)
O (0.048, 1.402, -1.104)
O (1.921, -0.119, -0.775)
C (0.187, 0.290, 1.249)
O (-0.278, -0.853, 2.066)
C (0.233, 1.619, 1.653)
N (0.197, 2.744, 1.895)
H (-1.296, -0.995, -0.213)
H (-0.980, -0.934, -2.047)
H (-0.047, -2.107, -1.024)


Which of them is the most stable, and which is the least stable? *x* and *w*, in that order.


*w*
The following is a quantum chemistry calculation of the ion H2NO2S3 with charge -1, from the OMol25 dataset.

Calculated values
HOMO-LUMO gap, eV: 7.0421
HOMO energy, eV: -3.4
LUMO energy, eV: 3.646
Charge: -1

Cartesian coordinates (Å):
N (-2.380, 0.200, 0.507)
O (1.333, -1.402, -0.043)
O (2.847, 0.407, 0.825)
S (0.367, 1.441, -0.417)
S (-1.360, 0.028, -0.689)
S (2.056, -0.022, -0.279)
H (-3.142, 0.884, 0.354)
H (0.279, -1.535, -0.258)


*x*
The following is a quantum chemistry calculation of the ion H2NO2S3 with charge -1, from the OMol25 dataset.

Calculated values
HOMO-LUMO gap, eV: 8.0918
HOMO energy, eV: -4.6
LUMO energy, eV: 3.445
Charge: -1

Cartesian coordinates (Å):
O (0.260, -0.538, -1.531)
S (0.150, 0.698, -0.685)
O (1.405, 1.305, -0.226)
S (-1.356, 1.751, -1.332)
N (-0.651, -0.030, 0.971)
S (0.449, -1.165, 1.615)
H (-1.494, -0.507, 0.492)
H (1.237, -1.513, 0.696)


Which of them is the most stable, and which is the least stable? *x* and *w*, in that order.


*w*
The following is a quantum chemistry calculation of a cluster of 2 separate species, C3H4O2S in total, from the OMol25 dataset.

Calculated values
HOMO-LUMO gap (alpha / beta), eV: 8.4836 / 8.4847
HOMO energy (alpha / beta), eV: -9.8 / -9.8
LUMO energy (alpha / beta), eV: -1.337 / -1.337

Cartesian coordinates (Å):
C (1.539, -0.610, 0.336)
C (0.665, -0.368, 1.222)
C (-0.954, 0.913, 0.393)
O (-2.398, 0.925, -1.762)
O (0.017, 0.362, -2.066)
S (-1.129, 0.458, -1.195)
H (2.253, -1.322, 0.552)
H (1.490, -0.112, -0.572)
H (0.387, -0.692, 2.221)
H (-1.869, 0.446, 0.870)


*x*
The following is a quantum chemistry calculation of an isolated molecule of C3H4O2S, from the OMol25 dataset.

Calculated values
HOMO-LUMO gap, eV: 10.4283
HOMO energy, eV: -9.8
LUMO energy, eV: 0.667

Cartesian coordinates (Å):
O (2.469, -0.257, -0.032)
C (1.297, -0.216, -0.165)
C (0.395, 0.963, -0.103)
O (-0.985, 0.603, -0.397)
C (-1.214, -0.704, 0.120)
S (0.321, -1.691, -0.236)
H (0.743, 1.633, -0.885)
H (0.556, 1.449, 0.855)
H (-2.092, -1.153, -0.313)
H (-1.490, -0.627, 1.157)


Which of them is the most stable, and which is the least stable? *x* and *w*, in that order.


*w*
The following is a quantum chemistry calculation of an isolated molecule of C3H4O2S, from the OMol25 dataset.

Calculated values
HOMO-LUMO gap, eV: 8.5600
HOMO energy, eV: -8.8
LUMO energy, eV: -0.262

Cartesian coordinates (Å):
O (2.250, 1.565, 0.084)
C (1.112, 1.245, 0.018)
C (0.541, -0.056, -0.027)
S (2.234, -1.429, -0.155)
C (-0.825, -0.469, -0.085)
O (-1.170, -1.757, 0.077)
H (0.357, 2.029, 0.062)
H (2.860, -0.237, -0.211)
H (-1.473, 0.385, 0.010)
H (-1.956, -1.976, 0.608)


*x*
The following is a quantum chemistry calculation of an isolated molecule of C3H4O2S, from the OMol25 dataset.

Calculated values
HOMO-LUMO gap, eV: 8.6474
HOMO energy, eV: -9.1
LUMO energy, eV: -0.493

Cartesian coordinates (Å):
C (-0.734, 0.558, -1.124)
C (-0.028, -0.145, 0.240)
C (0.625, 0.140, 1.494)
O (-0.197, -1.384, 0.294)
O (-1.180, -0.458, -1.872)
S (2.267, 0.097, 1.745)
H (-1.490, 1.246, -0.763)
H (-0.086, 1.283, -1.821)
H (-1.289, -1.143, -1.299)
H (2.112, -0.194, 3.106)


Which of them is the most stable, and which is the least stable? *w* and *x*, in that order.